# 1
# C3H4O2

A single C3H4O2 molecule (ωB97M-V/def2-TZVPD, OMol25).

* HOMO-LUMO gap: 10.96 eV
* highest occupied orbital energy: -10.10 eV
* SMILES: C#CCOO
* charge: 0

```
9
Properties=species:S:1:pos:R:3:nbo_charge:R:1
O 1.9274 0.8476 -0.1017 -0.41
O 1.4592 -0.2851 0.5054 -0.26
C -2.0473 0.6242 0.2569 -0.25
C -1.0639 0.0192 0.0461 -0.09
C 0.3099 -0.8366 -0.1102 -0.12
H 1.0564 1.2559 -0.2400 0.45
H -2.9513 1.2335 0.3176 0.25
H 0.2799 -0.8644 -1.2035 0.21
H 0.2735 -1.7122 0.4451 0.23
```

# 2
# C8H44O14

14 unconnected molecules or ions with the total composition C8H44O14 (ωB97M-V/def2-TZVPD, OMol25).

* HOMO-LUMO gap: 10.13 eV
* highest occupied orbital energy: -10.25 eV
* charge: 0

```
66
Properties=species:S:1:pos:R:3:nbo_charge:R:1
O 2.8313 3.0177 -0.5227 -0.97
O 1.6931 5.7924 -0.3565 -0.96
O 2.5929 -3.5826 2.3227 -0.73
O -0.9951 -0.6079 -5.0907 -0.75
O -4.2358 4.0052 0.1356 -0.95
O -2.1466 -2.2106 0.6875 -0.95
O -1.2458 5.2062 0.2793 -0.98
O -0.3497 -0.3264 1.2216 -0.78
O 1.9805 -0.7300 2.6975 -0.98
O -2.8638 -0.0501 3.2637 -0.95
O 2.1925 1.0331 -2.4424 -0.98
O -2.2067 -2.7450 3.5949 -0.95
O 4.3677 -0.4927 -1.7681 -0.74
O -2.6166 4.4478 2.5356 -0.97
C -0.3606 1.9653 0.6027 -0.65
C -2.0351 -1.5000 -4.5827 -0.06
C -2.4238 -1.2028 -3.1661 -0.64
C 1.2782 -3.9908 2.4656 -0.07
C 0.5974 -3.7854 1.1257 -0.65
C -0.2678 0.5006 0.1235 -0.06
C 3.6052 -1.1890 -0.7751 -0.09
C 2.9092 -2.3843 -1.5105 -0.65
H 1.8434 4.8664 -0.5469 0.50
H 2.3696 -1.4902 2.2652 0.47
H 2.8457 2.4800 -1.3144 0.50
H 5.1944 -0.5506 -1.2836 0.49
H 0.5093 -2.7281 0.8757 0.21
H -2.1805 -2.0020 2.9921 0.49
H -4.6211 4.8489 0.3721 0.47
H 0.0021 2.2204 1.5984 0.21
H -1.2697 5.0393 -0.6629 0.49
H 0.7220 0.3408 -0.3043 0.16
H -1.6929 -2.5349 -4.5782 0.18
H 4.1738 -1.4801 0.1081 0.18
H -0.3447 5.4790 0.4519 0.49
H 1.6151 0.3896 -2.8532 0.48
H 2.7727 2.3869 0.1949 0.47
H -1.1064 0.2571 -0.5288 0.16
H -1.3158 0.1501 -5.5849 0.48
H -0.9259 -1.0686 1.0250 0.51
H -1.6005 -1.0636 -2.4655 0.21
H 0.9541 -4.3077 0.2380 0.19
H 2.4692 -2.1790 -2.4864 0.22
H -2.9760 -1.7764 0.4880 0.49
H -2.2032 -3.0540 0.2383 0.49
H -2.9268 -1.3576 -5.1931 0.17
H -3.4616 3.9302 0.6935 0.48
H 2.0491 -2.7673 -0.9613 0.21
H -3.0949 -3.0918 3.5100 0.46
H -2.1057 0.5189 3.1308 0.48
H 1.1519 -0.5911 2.2387 0.48
H -3.0379 -1.9993 -2.7458 0.20
H -3.0741 -0.3408 -3.0173 0.21
H -1.8609 4.0543 2.9718 0.47
H 0.2661 2.5587 -0.0630 0.22
H 3.0156 0.5641 -2.3053 0.49
H 0.8105 -3.3085 3.1753 0.21
H 1.2187 -5.0326 2.7805 0.16
H -2.2620 4.8148 1.7257 0.49
H -1.4048 2.2750 0.6460 0.21
H 1.8430 5.8710 0.5856 0.46
H -3.6025 0.4490 2.9151 0.47
H 3.5091 -3.2930 -1.5596 0.21
H -0.4219 -4.1671 1.1852 0.21
H 2.8860 -0.5059 -0.3231 0.18
H 2.9678 -3.9749 1.5307 0.46
```

# 3
# C22H48FNO5

3 unconnected molecules or ions with the total composition C22H48FNO5 (ωB97M-V/def2-TZVPD, OMol25).

* HOMO-LUMO gap: 10.14 eV
* highest occupied orbital energy: -9.46 eV
* SMILES: CCOCCOCCOCN(CCF)C(=O)O.CCCCCC.CCCCCC
* charge: 0

```
77
Properties=species:S:1:pos:R:3:mulliken_charge:R:1
F 0.5681 2.5796 -4.0276 -0.31
O 1.6880 0.8657 -0.1676 -0.12
O 3.4541 5.6121 -0.9758 -0.58
O 4.4849 2.3816 -0.2796 -0.37
O 5.5663 4.8795 -1.3983 -0.47
O -1.3355 2.4905 0.1148 -0.41
N 3.7024 3.6009 -2.2535 0.14
C 0.5732 -2.6803 -2.0098 -0.18
C 4.1652 1.1109 0.3329 -0.71
C -3.5184 -2.5518 5.0994 -0.47
C 4.1583 4.7476 -1.5076 0.51
C -0.5158 -3.0619 -1.0053 -0.35
C 0.3043 -4.7749 -3.5012 -0.44
C -1.9127 4.7206 -0.8453 -1.15
C -3.5514 -1.2469 1.5627 -0.92
C -3.8565 -1.7398 6.3431 -1.21
C -3.6390 -0.3991 2.8245 -0.61
C 2.6394 1.2402 0.8487 -0.42
C -0.8146 3.5415 -0.7233 0.36
C 2.2335 3.5811 -2.4401 0.14
C 1.5625 -5.4832 -3.0164 -1.18
C -0.3384 1.9247 0.9803 -0.23
C 1.9661 2.9060 -3.8837 -0.36
C 4.2327 2.3236 -1.7153 -0.40
C 0.3958 -3.2506 -3.4195 -0.95
C -2.4575 -0.6014 3.7742 -0.06
C 0.3791 0.6179 0.3847 -0.16
C -2.3051 -2.0170 4.3372 -0.85
C -1.8978 -2.5516 -1.3910 -1.00
H -0.8854 1.5796 1.9287 0.02
H 1.6750 2.9457 -1.6841 -0.45
H -2.6312 -1.0338 1.0125 0.01
H 5.6792 5.3906 -0.5729 0.36
H 0.6192 -1.5875 -2.0835 -0.01
H -4.3962 -1.0297 0.9040 0.43
H 1.5434 -2.9940 -1.6098 0.38
H -3.3059 -3.5816 5.4055 0.39
H -0.5613 3.0930 -1.7486 -0.02
H -4.1368 -0.7145 6.0911 0.28
H 5.2672 2.1803 -2.1870 0.20
H -0.5483 -4.1469 -0.8676 0.46
H -0.2501 -2.6368 -0.0308 0.18
H -1.4025 5.7105 -0.5883 0.27
H 1.4567 -6.5643 -3.1379 0.39
H -2.2425 -2.9914 -2.3296 0.42
H -3.6687 0.6559 2.5316 0.37
H -0.5620 -5.1376 -2.9395 0.24
H 2.4982 2.3634 1.0394 0.22
H 0.1305 -5.0537 -4.5458 0.39
H 2.6018 1.9828 -4.0322 0.24
H -4.3923 -2.6015 4.4431 0.23
H 1.2366 -2.9124 -4.0355 0.45
H -2.5457 0.1112 4.6008 0.43
H 4.2861 0.2381 -0.3986 0.29
H -1.5315 -0.3387 3.2492 -0.13
H 1.7453 4.5976 -2.4876 0.53
H 2.4755 0.7232 1.8520 0.48
H -2.6228 -2.8149 -0.6174 0.22
H 2.4364 -5.1634 -3.5897 0.29
H -3.5780 -2.3151 1.7913 0.36
H 0.3557 -0.2609 1.1235 0.29
H -2.0702 -2.7100 3.5221 0.27
H -1.4342 -2.0318 5.0024 0.45
H 2.2257 3.6910 -4.6744 0.29
H 4.8007 0.8670 1.2357 0.34
H -0.2753 0.2739 -0.4914 -0.19
H -2.7613 4.5281 -0.1144 0.30
H -3.0080 -1.7076 7.0311 0.29
H 0.3947 2.7208 1.3298 0.47
H 1.7532 -5.2881 -1.9586 0.28
H -4.5835 -0.6005 3.3390 0.39
H -0.5016 -2.8203 -3.8755 0.33
H -2.2626 4.7490 -1.9279 0.28
H 0.1359 4.0287 -0.3428 0.12
H -4.7007 -2.1921 6.8694 0.39
H 3.5070 1.4964 -1.9750 0.40
H -1.8967 -1.4636 -1.4975 0.16
```